[1]
ORCA calculation (ωB97M-V with the def2-TZVPD basis set) on C13H16Cl5N2ORuS4 as an isolated structure.

Output
Net charge: +3
Kohn-Sham gap (alpha / beta), eV: 6.82 / 4.86
2S+1: 5
LUMO (alpha / beta), eV: -10.4767 / -12.4309
ΔE to the lowest compared entry with this formula, charge and spin, kJ/mol: 0.0
E_HOMO (alpha / beta), eV: -17.30 / -17.29

```
42
Properties=species:S:1:pos:R:3:forces:R:3:lowdin_charge:R:1
Ru 0.107202 -0.337480 0.659126 0.258 -0.317 0.039 0.662
Cl -5.976085 2.968705 -0.710317 -0.148 0.090 -0.016 0.941
C -4.561504 2.118038 -0.804695 0.247 -0.121 0.106 -0.641
C -3.711701 2.038073 0.371811 -0.120 0.000 -0.283 -0.673
Cl -4.154658 2.821245 1.790416 -0.008 0.031 0.085 0.871
C -2.555235 1.320975 0.272408 0.177 0.034 0.214 -0.512
Cl -1.458848 1.216892 1.647171 -0.335 0.114 -0.033 0.803
C -2.147230 0.663158 -0.912416 0.094 -0.012 -0.127 -0.400
O -1.048618 -0.000330 -0.994664 -0.041 0.038 -0.040 -0.246
C -3.001217 0.762401 -2.071697 0.086 -0.039 0.079 -0.595
Cl -2.484107 -0.022927 -3.476890 -0.036 0.004 -0.035 0.857
C -4.178133 1.473532 -2.018844 -0.051 0.076 0.114 -0.688
Cl -5.179371 1.595166 -3.373117 -0.028 -0.005 -0.061 0.843
C 2.684330 1.625801 -1.241520 -0.006 -0.008 -0.113 -0.506
C 2.883739 0.155219 -1.575735 -0.005 -0.117 0.004 -0.415
S 1.906453 -1.129830 -0.690928 -0.135 0.040 -0.012 0.880
C 2.974895 -1.853671 0.581744 0.068 -0.028 -0.004 -0.461
C 3.261059 -0.917982 1.727990 0.031 0.083 0.074 -0.427
S 1.694758 -0.227460 2.381485 -0.121 0.065 -0.276 0.875
C 2.050341 1.549412 2.645864 0.033 -0.126 0.201 -0.445
C 2.005075 2.427626 1.405690 -0.118 -0.055 -0.049 -0.525
S 3.422262 2.225737 0.294111 0.083 0.065 0.018 0.962
H 1.639922 1.933875 -1.319556 -0.016 -0.044 0.053 0.080
H 3.207977 2.166995 -2.033714 -0.026 0.022 0.000 0.097
H 3.920543 -0.153871 -1.429945 -0.002 0.010 -0.003 0.103
H 2.625798 -0.037152 -2.617896 0.016 0.059 -0.017 0.095
H 3.898287 -2.192061 0.107479 -0.008 0.048 -0.036 0.118
H 2.425220 -2.743613 0.893703 0.027 -0.005 0.044 0.080
H 3.868538 -0.068376 1.423028 0.038 -0.033 -0.014 0.048
H 3.746324 -1.443373 2.551338 -0.033 -0.008 0.019 0.114
H 3.032623 1.549221 3.123001 -0.007 0.094 0.010 0.106
H 1.331035 1.868647 3.402604 -0.033 -0.015 -0.031 0.095
H 1.956280 3.465884 1.739584 0.155 0.006 0.002 0.100
H 1.094809 2.259342 0.825087 -0.029 0.039 0.049 0.024
N -2.905698 -3.645217 0.241617 0.086 -0.065 0.067 0.168
C -1.711987 -3.176979 -0.062037 -0.034 -0.023 0.085 -0.776
N -1.230784 -3.255167 -1.284761 0.072 0.064 -0.005 0.174
S -0.748201 -2.512868 1.255368 -0.059 0.023 -0.065 0.696
H -3.455707 -4.186283 -0.414002 -0.004 0.022 -0.015 0.152
H -3.205027 -3.656054 1.206213 -0.041 0.016 -0.014 0.129
H -1.723557 -3.722261 -2.034804 -0.030 -0.005 0.021 0.152
H -0.299801 -2.922993 -1.479297 0.002 -0.013 -0.032 0.087
```
Positions in Å, forces in eV/Å.

[2]
ORCA calculation (ωB97M-V with the def2-TZVPD basis set) on C13H16FN2O3PSYb as an isolated structure in a non-equilibrium geometry.

Output
Net charge: +2
Kohn-Sham gap, eV: 5.73
2S+1: 1
LUMO, eV: -9.2053
E_HOMO, eV: -14.93

```
38
Properties=species:S:1:pos:R:3:forces:R:3:lowdin_charge:R:1
C -3.494518 1.256914 -1.062499 -0.061 0.589 -0.233 -0.130
C -3.133707 0.319649 -2.398189 -0.870 0.846 0.227 -0.201
C -3.352826 -1.287870 -2.134307 -2.515 1.559 -0.658 -0.192
O -2.138642 -2.111163 -2.331635 1.416 0.803 5.006 -0.136
C -1.455000 -2.106018 -0.997324 -0.581 -1.498 1.523 -0.047
C -2.023286 -3.100090 0.201076 3.518 3.247 -0.299 0.082
C -1.274258 -3.032436 1.662522 1.745 2.497 -2.415 0.074
C -0.005699 -1.997327 1.869000 -1.533 -1.303 -3.295 -0.141
S 0.827138 -1.919708 3.586534 -3.529 3.436 6.776 0.873
O 0.235693 -2.936725 4.594909 2.905 2.672 -5.071 -0.307
O 0.502472 -0.470089 4.116602 2.093 -5.462 -3.232 -0.345
F 2.539275 -2.022933 3.512835 -3.342 -0.240 -0.624 -0.247
C 0.596232 -1.010494 0.659947 -0.723 -1.593 1.782 -0.105
N 1.787676 -0.170878 1.028297 -3.154 -0.367 -6.932 0.083
C 2.166084 0.631065 -0.184813 -1.673 0.064 1.143 -0.475
P 3.671212 1.845089 0.031569 -0.934 0.092 -0.099 0.854
C 4.033141 2.033007 1.903252 -0.181 -0.009 0.764 -0.288
C 2.926908 3.552261 -0.526124 -0.796 0.431 -0.024 -0.302
C 1.448701 0.630532 -1.644687 -1.894 -1.905 2.359 -0.283
N 0.282826 -0.265641 -1.952444 2.907 0.241 4.900 0.033
C -0.159055 -1.093880 -0.779049 0.135 0.137 -0.488 -0.079
H -2.573437 1.931794 -0.742094 -1.882 -1.557 -0.588 0.073
H -4.367182 2.016324 -1.326471 1.878 -1.711 0.568 0.092
H -3.856212 0.622472 -0.148018 0.777 1.150 -1.717 0.073
H -3.925145 0.648797 -3.217441 1.898 -0.827 1.566 0.123
H -2.066816 0.616127 -2.779055 -2.042 -0.936 0.614 0.091
H -3.832325 -1.392802 -1.066541 1.224 -0.132 -1.985 0.122
H -4.188087 -1.661645 -2.899510 2.219 0.499 1.574 0.158
H -2.932605 -3.827698 -0.004568 2.133 1.772 0.447 0.147
H -1.672240 -3.710113 2.560879 1.173 1.720 -2.074 0.151
H 5.107989 1.565382 2.101800 -2.454 1.138 -0.326 0.075
H 3.203561 1.484955 2.541364 1.780 1.092 -1.252 0.063
H 4.000732 3.197611 2.150823 0.206 -2.621 -0.542 0.082
H 1.786462 3.584329 -0.189718 2.482 0.109 -0.784 0.078
H 3.024917 3.716115 -1.703910 -0.157 -0.352 2.752 0.068
H 3.526648 4.382921 0.067259 -1.210 -1.762 -1.397 0.076
H 1.853002 1.348768 -2.486591 -1.076 -1.380 1.731 0.133
Yb 2.930376 -1.266599 -2.013678 0.120 -0.437 0.305 1.674
```
Positions in Å, forces in eV/Å.

[3]
ORCA calculation (ωB97M-V with the def2-TZVPD basis set) on C13H16HgNS5 as an isolated structure.

Output
Kohn-Sham gap (alpha / beta), eV: 6.57 / 6.48
2S+1: 2
LUMO (alpha / beta), eV: 0.1463 / -0.6764
ΔE to the lowest compared entry with this formula, charge and spin, kJ/mol: 0.0
E_HOMO (alpha / beta), eV: -6.42 / -7.15

```
36
Properties=species:S:1:pos:R:3:forces:R:3:lowdin_charge:R:1
Hg 0.089226 1.751267 0.188726 0.035 -0.291 -0.126 0.724
C 1.234993 3.435296 3.323074 -0.001 -0.078 -0.021 -0.403
S -0.406304 2.673313 3.237855 -0.094 0.051 0.039 0.695
C -0.117068 1.193336 4.123148 0.021 -0.046 -0.067 -1.020
C 0.004786 -0.049590 3.603791 0.044 0.054 -0.007 -1.149
S -0.043347 -0.615127 1.965372 0.028 0.222 0.029 0.423
S 0.262463 -1.301686 4.803178 0.029 -0.088 -0.043 0.878
C 0.281847 -0.320859 6.228477 0.007 0.006 0.060 -1.525
S 0.529909 -0.912451 7.738293 -0.016 0.002 -0.020 0.518
S -0.006124 1.338847 5.867314 -0.019 -0.005 0.014 0.893
H 1.125144 4.461861 2.978601 0.010 -0.001 -0.017 0.033
H 1.936928 2.903907 2.682819 0.008 0.007 0.005 0.022
H 1.588786 3.433572 4.351614 0.004 0.037 0.000 0.027
C -1.371160 -2.678450 -0.046884 0.018 -0.070 0.014 -0.066
N -0.532343 -1.775914 -0.877571 -0.035 0.058 -0.125 -0.226
C 0.595592 -2.509249 -1.500426 0.065 0.024 -0.032 0.015
C -1.377477 -1.063110 -1.892810 -0.088 0.182 0.002 -0.108
C -0.607505 -0.024102 -2.660004 0.234 -0.101 -0.184 -0.298
C -0.615871 -0.113302 -4.052701 0.004 -0.045 0.039 -0.060
C 0.098850 0.790966 -4.820535 -0.043 0.016 -0.051 -0.090
C 0.835984 1.781744 -4.192786 0.063 0.053 0.043 -0.092
C 0.848645 1.866797 -2.804904 0.051 -0.201 -0.146 -0.174
C 0.136661 0.964827 -2.016688 -0.174 0.262 0.415 -0.254
H -0.744514 -3.163055 0.694880 0.019 0.005 -0.008 0.080
H -1.831606 -3.410208 -0.709302 0.004 0.009 -0.011 0.105
H -2.120572 -2.087728 0.469497 -0.009 0.017 -0.021 0.084
H -0.132601 -1.036625 -0.279735 -0.040 -0.090 0.106 0.001
H 0.186807 -3.276836 -2.155103 -0.001 -0.006 0.007 0.109
H 1.192491 -2.961710 -0.713060 -0.006 0.017 0.016 0.108
H 1.195417 -1.809517 -2.075509 -0.007 0.006 0.008 0.104
H -2.203305 -0.625539 -1.329759 0.005 -0.005 0.007 0.138
H -1.765903 -1.825099 -2.569128 -0.076 -0.025 0.077 0.129
H -1.188258 -0.895986 -4.541025 0.007 -0.006 0.004 0.108
H 0.080952 0.720628 -5.900186 -0.005 -0.003 0.000 0.102
H 1.399681 2.494292 -4.782751 0.003 -0.009 -0.003 0.102
H 1.438792 2.645477 -2.335761 -0.045 0.044 -0.002 0.067
```
Positions in Å, forces in eV/Å.

[4]
ORCA calculation (ωB97M-V with the def2-TZVPD basis set) on C13H16IrN2PSe as an isolated structure in a non-equilibrium geometry.

Output
Net charge: +1
Kohn-Sham gap (alpha / beta), eV: 5.30 / 5.03
2S+1: 6
LUMO (alpha / beta), eV: -2.5568 / -6.5562
ΔE to the lowest compared entry with this formula, charge and spin, kJ/mol: 0.0
E_HOMO (alpha / beta), eV: -7.85 / -11.59

```
34
Properties=species:S:1:pos:R:3:forces:R:3:lowdin_charge:R:1
C -0.303528 -1.992741 0.315417 -0.698 -0.593 0.374 -0.321
C -0.321896 -2.855355 -0.751786 -0.178 -0.545 0.535 -0.180
C -0.405425 -2.490402 -2.097807 -0.019 -0.878 -1.027 -0.118
C -0.615768 -1.212166 -2.628235 -0.592 -0.221 -0.812 -0.189
C -0.826595 -0.045342 -1.931978 -1.162 0.548 -1.552 -0.329
Ir 0.099121 -0.190477 -0.278529 1.594 0.258 1.881 0.802
P 0.566014 0.118178 1.946240 0.639 0.001 1.920 0.637
H -0.366667 -2.378688 1.342302 0.050 0.061 -0.600 0.029
H -0.266587 -3.922902 -0.528370 0.128 0.117 -0.141 0.120
H -0.357792 -3.315401 -2.813828 0.011 0.361 0.186 0.117
H -1.191419 0.865478 -2.424545 0.196 -0.480 0.136 0.046
H -0.680247 -1.161349 -3.721100 0.144 0.005 0.213 0.122
H 1.807404 0.755260 2.248010 -0.633 0.011 0.033 -0.057
H 0.740347 -1.052517 2.746519 -0.224 0.464 -0.273 -0.059
H -0.408789 0.823620 2.727173 0.631 -0.239 -0.284 -0.064
C 2.621706 4.663549 0.350104 -0.047 0.116 0.080 -0.039
N 1.401353 4.357409 1.066560 1.583 2.650 0.598 -0.114
C 0.568790 3.298831 0.862034 0.275 -2.276 -1.412 -0.680
Se 0.917625 2.054083 -0.541983 -0.279 2.067 0.335 0.828
N -0.431534 3.441721 1.793351 -2.410 0.190 1.630 0.065
C -0.231598 4.595603 2.576085 -0.692 -1.258 0.113 -0.165
C -0.870935 5.108322 3.705609 -0.162 -0.028 -0.184 -0.007
C -0.282818 6.221233 4.327307 0.107 -0.103 -0.233 -0.066
C 0.933101 6.765936 3.870340 0.032 -0.234 -0.408 -0.065
C 1.581636 6.225935 2.751866 -0.273 0.063 0.055 0.003
C 0.939750 5.162526 2.114498 1.597 -0.573 -0.983 -0.156
H 2.745488 3.953493 -0.470792 0.093 0.259 0.164 0.039
H 3.481688 4.599016 1.029343 -0.088 -0.034 -0.186 0.106
H 2.556580 5.685006 -0.045426 0.101 -0.238 -0.011 0.109
H -1.177976 2.766635 1.946846 0.400 0.586 -0.169 0.133
H -1.792244 4.641333 4.058508 0.287 0.307 0.060 0.116
H -0.756804 6.685285 5.191098 0.043 -0.250 -0.208 0.112
H 1.375655 7.612701 4.391861 -0.131 -0.226 -0.108 0.112
H 2.543980 6.569854 2.371849 -0.322 0.111 0.277 0.113
```
Positions in Å, forces in eV/Å.

[5]
ORCA calculation (ωB97M-V with the def2-TZVPD basis set) on a 2-piece molecular cluster, C13H16N3O overall in a non-equilibrium geometry.

Output
Net charge: +1
Kohn-Sham gap, eV: 7.49
2S+1: 1
LUMO, eV: -4.3457
E_HOMO, eV: -11.84

```
33
Properties=species:S:1:pos:R:3:forces:R:3:lowdin_charge:R:1
C 0.652555 0.560619 0.030618 -0.444 0.078 0.216 0.013
C 0.211793 1.425622 -1.118293 0.059 -0.100 0.099 -0.466
O 0.677049 1.303584 -2.197806 0.257 -0.025 -1.046 0.180
N -0.777805 2.504392 -0.916079 -0.255 -0.506 1.534 -0.027
C -0.135790 3.549867 -0.083436 0.251 0.260 -0.620 -0.006
C -2.031138 2.059703 -0.510491 0.112 -0.201 -0.339 -0.177
C -2.992852 2.905686 0.058335 -0.150 0.056 0.087 0.056
C -4.255873 2.457272 0.404662 0.561 -0.348 -0.305 0.007
C -4.584962 1.132872 0.168534 -0.209 0.627 0.249 -0.028
N -3.679725 0.338352 -0.406120 0.045 0.342 0.075 0.107
C -2.444346 0.743380 -0.748873 -0.059 0.115 -0.050 0.044
H -0.160219 -0.012909 0.471967 -0.264 0.074 0.040 0.081
H 1.372067 -0.160780 -0.327608 0.315 -0.019 -0.004 0.061
H 1.070453 1.149768 0.841016 0.179 0.055 0.046 0.089
H 0.384327 3.135858 0.775693 -0.172 -0.107 0.226 0.091
H 0.609554 4.045344 -0.696822 0.056 0.055 -0.127 0.109
H -0.826976 4.313023 0.240051 -0.175 0.031 0.025 0.079
H -2.742074 3.940130 0.214917 -0.071 0.146 0.067 0.120
H -4.961842 3.141051 0.840701 -0.204 -0.033 0.079 0.128
H -5.547509 0.730420 0.428529 -0.065 -0.265 -0.078 0.142
H -3.948428 -0.617790 -0.595731 0.105 -0.089 -0.060 0.187
H -1.829440 0.004204 -1.229925 0.111 -0.097 -0.101 0.149
N 2.636370 -2.044541 0.333924 0.026 -0.149 -0.013 0.036
C 3.848128 -2.301815 -0.159039 -0.033 0.118 -0.010 -0.143
C 4.437593 -3.555687 -0.132597 -0.021 -0.016 0.025 -0.061
C 3.734449 -4.602201 0.440288 0.021 -0.038 -0.001 -0.068
C 2.474578 -4.353465 0.960795 0.012 -0.001 -0.004 -0.068
C 1.974784 -3.064491 0.881156 -0.018 0.096 -0.018 -0.159
H 4.367333 -1.455978 -0.595461 0.036 -0.031 -0.020 0.107
H 5.423084 -3.705423 -0.550291 0.007 0.019 -0.004 0.107
H 4.161140 -5.595668 0.481560 0.000 0.000 0.000 0.111
H 1.892286 -5.140662 1.418961 -0.012 0.008 0.006 0.104
H 0.991434 -2.829738 1.276863 -0.002 -0.054 0.026 0.098
```
Positions in Å, forces in eV/Å.

[6]
ORCA calculation (ωB97M-V with the def2-TZVPD basis set) on the molecule C13H16N4O2S in a non-equilibrium geometry.

Output
Kohn-Sham gap, eV: 9.28
2S+1: 1
SMILES: NC(=O)C1CCN(Cc2nc(-c3cccs3)no2)CC1
LUMO, eV: 0.3492
ΔE to the lowest compared entry with this formula, charge and spin, kJ/mol: 93.3
E_HOMO, eV: -8.93

```
36
Properties=species:S:1:pos:R:3:forces:R:3:lowdin_charge:R:1
N -4.643804 -1.569975 0.002018 -0.006 -0.614 -0.005 0.179
C -5.282927 -0.399248 -0.189319 0.123 0.312 0.250 -0.533
O -6.400735 -0.320718 -0.652602 -0.386 0.111 -0.221 0.052
C -4.497216 0.842149 0.240040 -0.158 0.107 -0.099 -0.224
C -3.541380 1.270832 -0.879523 -0.032 -0.096 0.015 -0.117
C -2.416985 0.255676 -1.104887 -0.009 0.044 -0.356 -0.169
N -2.072855 -0.439716 0.134788 0.282 0.102 0.065 -0.206
C -0.828724 -1.160504 0.060621 -0.250 -0.083 0.011 -0.095
C 0.428221 -0.346924 0.003985 0.716 -0.065 -0.002 -0.310
N 1.632862 -0.822554 0.026619 -0.318 -0.318 0.024 0.193
C 2.414593 0.300232 -0.039483 -1.340 0.393 -0.026 -0.378
N 1.708578 1.403356 -0.096952 1.174 0.374 -0.030 0.146
O 0.410005 0.988046 -0.069657 -0.729 -0.538 0.040 0.017
C 3.842188 0.255869 -0.046759 0.967 -0.063 -0.002 -0.478
C 4.714534 1.311134 -0.112577 -0.469 -0.313 0.023 -0.109
C 6.057178 0.897780 -0.103146 0.253 -0.172 0.008 -0.183
C 6.185462 -0.456468 -0.030749 -0.280 -0.155 0.012 -0.410
S 4.672776 -1.260178 0.027742 0.073 0.573 -0.032 1.057
H 7.088919 -1.033136 -0.008447 0.205 -0.090 0.004 0.061
H 6.891954 1.573624 -0.148278 0.160 0.083 -0.006 0.102
H 4.382660 2.331433 -0.165162 -0.068 0.202 -0.012 0.115
H -0.843986 -1.799799 -0.829729 0.042 0.024 0.109 0.142
H -0.741582 -1.820221 0.931591 0.053 0.046 -0.136 0.140
C -2.224155 0.417468 1.300483 -0.167 0.154 0.301 -0.174
C -3.717245 0.659963 1.553909 0.162 0.035 0.069 -0.121
H -3.821846 1.553129 2.171018 -0.029 -0.006 0.025 0.116
H -4.138742 -0.176537 2.112600 0.017 0.050 0.057 0.113
H -1.700689 1.374488 1.168069 0.000 -0.097 0.070 0.120
H -1.782270 -0.087004 2.163356 0.043 0.059 -0.032 0.130
H -1.549769 0.782946 -1.527374 -0.078 -0.093 0.001 0.119
H -2.731611 -0.505356 -1.827591 0.026 0.077 0.002 0.124
H -4.097378 1.404106 -1.808068 0.042 0.076 -0.001 0.125
H -3.113350 2.237611 -0.607980 -0.011 0.020 -0.035 0.120
H -5.246879 1.629361 0.361255 0.034 -0.196 -0.039 0.144
H -3.655872 -1.557925 0.226607 0.020 -0.019 -0.043 0.076
H -5.080903 -2.413661 -0.329834 -0.063 0.074 -0.010 0.114
```
Positions in Å, forces in eV/Å.